Here is a cluster of 3 separate species, C3H8N2O2 in total at a distorted geometry from the OMol25 dataset. Energies are from ωB97M-V with the def2-TZVPD basis set.

Calculated values
Relative energy (zero: lowest compared OMol25 entry of this formula, charge and spin)   2.164 eV
Total charge   +1
⟨S²⟩   0.766
Multiplicity   2
E_HOMO (spin up / spin down)   -13.068 / -13.068 eV
Lowest unoccupied orbital energy (spin up / spin down)   -0.171 / -0.325 hartree

Bonds (Å) are listed after each position.
Atoms and positions in Å:
1 C 2.517 -0.324 2.602  C2 1.417, N5 1.348, H6 1.096
2 C 1.288 -1.011 2.766  C1 1.417, N3 1.422, H7 1.110
3 N 0.687 -1.144 1.485  C2 1.422, C4 1.361
4 C 1.552 -0.586 0.593  N3 1.361, N5 1.378, H8 1.084
5 N 2.586 -0.005 1.294  C1 1.348, C4 1.378, H9 1.024
6 H 3.357 -0.340 3.306  C1 1.096
7 H 0.791 -1.591 3.572  C2 1.110
8 H 1.477 -0.277 -0.443  C4 1.084
9 H 3.349 0.604 0.985  N5 1.024
10 H -1.589 -0.200 -0.789  O12 1.027
11 H -1.355 0.005 -2.264  O12 0.978
12 O -1.688 0.527 -1.507  H10 1.027, H11 0.978
13 H -4.852 1.022 -4.314  O15 0.897
14 H -5.536 2.167 -4.781  O15 0.982
15 O -4.649 1.746 -4.804  H13 0.897, H14 0.982

natural (NBO) atomic charge list, values in e, 6 entries: atom 1 (C): 0.1640, atom 2 (C): 0.1049, atom 3 (N): -0.4041, atom 4 (C): 0.3665, atom 5 (N): -0.5221, atom 6 (H): 0.2759

***

Here is the ion C3H8N2O2 with charge +1 at a distorted geometry from the OMol25 dataset. Energies are from ωB97M-V with the def2-TZVPD basis set.

Calculated values
Relative energy (zero: lowest compared OMol25 entry of this formula, charge and spin)   1.032 eV
Total charge   +1
⟨S²⟩   0.757
Multiplicity   2
E_HOMO (spin up / spin down)   -14.986 / -14.962 eV
Lowest unoccupied orbital energy (spin up / spin down)   -0.130 / -0.295 hartree

Bonds (Å) are listed after each position.
Atoms and positions in Å:
1 C -0.470 -0.305 -0.559  C2 1.540, N4 1.425, H8 1.101, H9 1.088
2 C -0.437 -1.783 -0.132  C1 1.540, O3 1.397, H10 1.089, H11 1.090
3 O -0.378 -2.445 -1.360  C2 1.397, H12 0.963
4 N -0.264 0.590 0.531  C1 1.425, C5 1.461, H13 1.026
5 C 0.862 1.441 0.906  N4 1.461, N6 1.314, O7 1.191
6 N 1.026 2.544 0.211  C5 1.314, H14 1.013, H15 1.001
7 O 1.330 1.097 1.946  C5 1.191
8 H -1.516 -0.108 -0.839  C1 1.101
9 H 0.289 -0.195 -1.331  C1 1.088
10 H -1.368 -2.057 0.365  C2 1.089
11 H 0.418 -1.953 0.523  C2 1.090
12 H -0.778 -3.320 -1.297  O3 0.963
13 H -0.956 0.521 1.287  N4 1.026
14 H 0.487 2.761 -0.619  N6 1.013
15 H 1.756 3.211 0.368  N6 1.001

natural (NBO) atomic charge list, values in e, 6 entries: atom 1 (C): -0.2866, atom 2 (C): -0.0484, atom 3 (O): -0.7004, atom 4 (N): -0.2410, atom 5 (C): 0.7469, atom 6 (N): -0.7672

***

Here is an isolated molecule of C3H8N2O2S at a distorted geometry from the OMol25 dataset. Energies are from ωB97M-V with the def2-TZVPD basis set.

Calculated values
Relative energy (zero: lowest compared OMol25 entry of this formula, charge and spin)   2.681 eV
Multiplicity   1
E_HOMO   -9.581 eV
Lowest unoccupied orbital energy   0.016 hartree
SMILES   CC(C)=N[S@](=N)(=O)O

Bonds (Å) are listed after each position.
Atoms and positions in Å:
1 C -0.736 1.321 1.053  C2 1.462, H9 1.041, H10 1.068, H11 1.047
2 C -0.079 0.656 -0.070  C1 1.462, C3 1.487, N4 1.276
3 C -0.023 1.404 -1.354  C2 1.487, H12 1.102, H13 1.103, H14 1.038
4 N 0.426 -0.511 0.030  C2 1.276, S5 1.666
5 S 1.243 -1.463 -1.067  N4 1.666, N6 1.577, O7 1.406, O8 1.589
6 N 1.449 -1.101 -2.588  S5 1.577, H15 0.979
7 O 0.811 -2.777 -0.815  S5 1.406
8 O 2.655 -1.383 -0.343  S5 1.589, H16 1.063
9 H -0.067 1.634 1.786  C1 1.041
10 H -1.305 2.193 0.816  C1 1.068
11 H -1.398 0.740 1.620  C1 1.047
12 H -0.003 2.498 -1.226  C3 1.102
13 H -0.821 1.346 -2.112  C3 1.103
14 H 0.768 0.972 -1.870  C3 1.038
15 H 1.676 -0.149 -2.627  N6 0.979
16 H 2.501 -2.162 0.364  O8 1.063

natural (NBO) atomic charge list, values in e, 6 entries: atom 1 (C): -0.6839, atom 2 (C): 0.4030, atom 3 (C): -0.7033, atom 4 (N): -0.7102, atom 5 (S): 2.3049, atom 6 (N): -1.0816

***

Here is a cluster of 2 separate species, C3H8N2OS in total at a distorted geometry from the OMol25 dataset. Energies are from ωB97M-V with the def2-TZVPD basis set.

Calculated values
Relative energy (zero: lowest compared OMol25 entry of this formula, charge and spin)   4.962 eV
Multiplicity   1
E_HOMO   -7.356 eV
Lowest unoccupied orbital energy   0.033 hartree

Bonds (Å) are listed after each position.
Atoms and positions in Å:
1 C 2.860 -0.758 -0.594  O6 1.194, H8 1.143, H12 1.213
2 C -2.484 -0.849 0.260  C3 1.441, H9 1.141, H10 1.104, H11 1.111
3 C -1.477 0.158 0.037  C2 1.441, N4 1.323, H13 1.079
4 N -0.182 0.157 0.308  C3 1.323, N5 1.277, H14 1.034
5 N 0.789 0.987 0.289  N4 1.277, S7 1.742
6 O 2.175 -1.736 -0.557  C1 1.194
7 S 0.408 2.616 -0.196  N5 1.742, H15 1.349
8 H 2.935 -0.078 0.321  C1 1.143
9 H -2.813 -1.177 1.302  C2 1.141
10 H -3.411 -0.508 -0.233  C2 1.104
11 H -2.154 -1.743 -0.311  C2 1.111
12 H 3.564 -0.472 -1.539  C1 1.213
13 H -1.879 1.069 -0.376  C3 1.079
14 H 0.290 -0.698 0.646  N4 1.034
15 H 1.379 3.034 0.641  S7 1.349

natural (NBO) atomic charge list, values in e, 6 entries: atom 1 (C): 0.2941, atom 2 (C): -0.6661, atom 3 (C): -0.1070, atom 4 (N): -0.2067, atom 5 (N): -0.5205, atom 6 (O): -0.5486

***

Here is an isolated molecule of C3H8N2OS at a distorted geometry from the OMol25 dataset. Energies are from ωB97M-V with the def2-TZVPD basis set.

Calculated values
Relative energy (zero: lowest compared OMol25 entry of this formula, charge and spin)   6.079 eV
Multiplicity   1
E_HOMO   -8.673 eV
Lowest unoccupied orbital energy   0.012 hartree
SMILES   C[SH]1=NCOCN=1

Bonds (Å) are listed after each position.
Atoms and positions in Å:
1 C 2.099 0.031 -0.741  S2 1.846, H8 1.079, H9 1.093, H10 1.051
2 S 0.818 -0.050 0.587  C1 1.846, N3 1.638, N7 1.550, H11 1.418
3 N 0.011 1.365 0.753  S2 1.638, C4 1.446
4 C -1.404 1.159 0.540  N3 1.446, O5 1.427, H12 1.107, H13 1.132
5 O -1.674 0.264 -0.537  C4 1.427, C6 1.472
6 C -1.294 -1.108 -0.161  O5 1.472, N7 1.405, H14 1.124, H15 1.102
7 N -0.041 -1.331 0.434  S2 1.550, C6 1.405
8 H 1.950 -0.915 -1.239  C1 1.079
9 H 1.708 0.824 -1.384  C1 1.093
10 H 3.095 0.304 -0.546  C1 1.051
11 H 1.725 -0.457 1.598  S2 1.418
12 H -1.956 0.958 1.478  C4 1.107
13 H -1.780 2.152 0.148  C4 1.132
14 H -1.181 -1.460 -1.222  C6 1.124
15 H -2.076 -1.737 0.293  C6 1.102

natural (NBO) atomic charge list, values in e, 6 entries: atom 1 (C): -0.8350, atom 2 (S): 1.5943, atom 3 (N): -0.8805, atom 4 (C): 0.0534, atom 5 (O): -0.5378, atom 6 (C): 0.0613

***

Here is an isolated molecule of C3H8N2OS at a distorted geometry from the OMol25 dataset. Energies are from ωB97M-V with the def2-TZVPD basis set.

Calculated values
Relative energy (zero: lowest compared OMol25 entry of this formula, charge and spin)   3.182 eV
Multiplicity   1
E_HOMO   -8.533 eV
Lowest unoccupied orbital energy   0.032 hartree

Bonds (Å) are listed after each position.
Atoms and positions in Å:
1 C 0.419 -0.108 1.487  C2 1.588, N4 1.454, H8 1.203, H9 1.152
2 C -1.128 0.169 1.265  C1 1.588, S7 1.881, H10 1.073, H11 1.110
3 C 0.415 -0.147 -0.919  N4 1.418, N5 1.436, S7 1.990, H12 1.324
4 N 1.054 0.331 0.254  C1 1.454, C3 1.418, H13 0.983
5 N 0.572 0.708 -2.062  C3 1.436, H14 0.993, H15 1.015
6 O -1.740 -1.791 -0.625  S7 1.468
7 S -1.520 -0.345 -0.502  C2 1.881, C3 1.990, O6 1.468
8 H 0.858 0.542 2.399  C1 1.203
9 H 0.796 -1.172 1.716  C1 1.152
10 H -1.702 -0.657 1.640  C2 1.073
11 H -1.450 1.188 1.565  C2 1.110
12 H 0.816 -1.396 -1.103  C3 1.324
13 H 1.134 1.310 0.221  N4 0.983
14 H -0.020 0.609 -2.853  N5 0.993
15 H 1.496 0.758 -2.481  N5 1.015

natural (NBO) atomic charge list, values in e, 6 entries: atom 1 (C): -0.2395, atom 2 (C): -0.6501, atom 3 (C): 0.0068, atom 4 (N): -0.6451, atom 5 (N): -0.8754, atom 6 (O): -0.9631